68
Properties=species:S:1:pos:R:3:lowdin_charge:R:1 method="wB97M-V/def2-TZVPD" de_lowest_kj_mol=23.54 multiplicity=5 homo_energy_ev="-13.3 / -13.2" s2=6.0365 gap_ha="0.305 / 0.233" charge=+2
Mn 0.0150 -0.5372 -0.8924 0.4227
C 0.7188 3.2150 -4.9851 -0.0084
N 0.8605 1.9233 -4.3275 -0.1147
C 1.5929 0.8734 -4.7890 -0.0184
C 1.4763 -0.1161 -3.8562 -0.0899
N 0.6886 0.3161 -2.8267 0.0095
C 0.3215 1.5578 -3.1385 -0.4351
P -0.7176 2.6965 -2.1514 1.2091
C -2.0765 1.5353 -1.7562 -0.4323
N -1.9382 0.3268 -1.2212 -0.0174
C -3.1996 -0.1599 -1.0305 -0.1009
C -4.1079 0.7702 -1.4482 -0.0143
N -3.3882 1.8334 -1.9045 -0.1103
C -3.9419 3.0812 -2.4122 -0.0048
C 0.1778 2.4194 -0.5812 -0.4257
N 0.5368 1.2314 -0.0939 -0.0424
C 1.1301 1.4745 1.1158 -0.1025
C 1.1336 2.8160 1.3526 -0.0074
N 0.5288 3.3998 0.2775 -0.1048
C 0.3689 4.8309 0.0609 -0.0018
H 1.0038 3.1212 -6.0289 0.1041
H 1.3637 3.9566 -4.5150 0.1031
H -0.3110 3.5584 -4.9341 0.0804
H 2.1361 0.9031 -5.7178 0.1390
H 1.9010 -1.1038 -3.8890 0.0986
H -3.3903 -1.1320 -0.6092 0.1037
H -5.1839 0.7452 -1.4529 0.1392
H -5.0236 2.9992 -2.4559 0.1033
H -3.5659 3.2909 -3.4114 0.0941
H -3.6847 3.9095 -1.7540 0.0963
H 1.5056 0.6876 1.7422 0.0683
H 1.5071 3.3748 2.1931 0.1406
H 0.4816 5.3549 1.0054 0.1044
H -0.6150 5.0497 -0.3460 0.0816
H 1.1285 5.1925 -0.6311 0.1050
C 1.8526 -3.2291 -2.2186 -0.5207
C 0.4092 -3.7257 -2.3545 -0.4331
S -0.8659 -2.6274 -1.6291 0.9041
C -1.2353 -3.3902 -0.0099 -0.4614
C -0.0465 -3.4628 0.9183 -0.4620
S 0.7536 -1.8225 1.0799 0.8224
C 2.4850 -2.3212 1.3830 -0.4463
C 3.3208 -2.5635 0.1332 -0.4975
S 2.8074 -4.0060 -0.8628 0.9192
H 1.8736 -2.1535 -2.0509 0.0138
H 2.4017 -3.4589 -3.1309 0.0786
H 0.2703 -4.7151 -1.9205 0.0891
H 0.1328 -3.7787 -3.4071 0.0831
H -1.6387 -4.3831 -0.2054 0.1028
H -2.0232 -2.7647 0.4147 0.0610
H 0.7077 -4.1541 0.5555 0.0331
H -0.3698 -3.7626 1.9158 0.0963
H 2.4409 -3.2028 2.0212 0.0983
H 2.9230 -1.5087 1.9649 0.0817
H 4.3467 -2.7778 0.4342 0.0844
H 3.3264 -1.6833 -0.5095 0.0760
F 0.8681 -0.5877 8.5755 0.1808
C 0.3212 -0.6235 7.3813 -0.1162
C 1.0934 -0.3581 6.2576 -0.1379
F 2.3821 -0.0644 6.3763 0.1454
C 0.5087 -0.3960 5.0096 -0.2438
F 1.2790 -0.1474 3.9404 0.0512
C -0.8423 -0.6898 4.8314 -0.5114
Se -1.6540 -0.7169 3.1383 0.8620
C -1.5931 -0.9613 5.9793 -0.2548
F -2.8775 -1.2565 5.8512 0.1009
C -1.0278 -0.9249 7.2404 -0.1320
F -1.7628 -1.1774 8.3094 0.1609